C2H14O4S | ωB97M-V/def2-TZVPD

Computed properties:
HOMO energy (eV): -10.1
Relative energy (zero: lowest compared OMol25 entry of this formula, charge and spin) (kcal/mol): 117.5
Max |F| (hartree/bohr): 0.073
Electronic energy (hartree): -783.56598
2S+1: 1
Orbital gap (eV): 7.1

Geometry as XYZ:
```
21
C2H14O4S (ωB97M-V/def2-TZVPD)
C 1.16895 1.24586 -1.44710
C 0.55875 0.23637 -0.46266
S 0.32840 0.93266 1.18349
H 1.53875 0.87242 -2.51799
H 1.97793 1.73695 -0.91903
H 0.49914 2.10006 -1.60046
H -0.36716 -0.22275 -0.91695
H 1.43904 -0.48890 -0.41652
H -1.92781 0.99688 0.56311
H -0.50550 -3.31019 -2.14114
H -0.93884 -2.16681 -1.10717
O -0.16958 -2.57349 -1.63163
H -0.55503 3.61339 1.60316
H -0.87057 4.72048 2.70036
O -1.18909 4.24863 1.96531
H -1.50134 -0.56256 0.61488
H -1.08305 -1.98703 1.21971
O -1.66246 -1.55839 0.43669
H 0.92556 -2.85426 0.19131
H 1.20980 -2.02287 1.53958
O 1.12411 -2.95645 1.14304
```

Mulliken atomic charge list, values in e, 2 entries: -1.321, -0.009